23
Properties=species:S:1:pos:R:3:nbo_charge:R:1 method="wB97M-V/def2-TZVPD" total_charge=0 homo_lumo_gap_ev=9.9 e_above_lowest_ev=1.7284 smiles="C=C(C)CCN.O.O" fmax_ev_per_a=2.05 homo_ev=-9.43 e_tot_ev=-11012.2178
C 0.213 1.345 0.780 -0.209
C -0.948 0.372 0.952 -0.462
C -1.247 -0.484 -0.261 0.051
C -0.454 -1.398 -0.833 -0.443
C -2.584 -0.246 -0.911 -0.660
N 0.439 2.240 1.897 -0.827
H 1.120 0.763 0.555 0.169
H 0.206 1.902 -0.163 0.196
H -0.694 -0.334 1.746 0.215
H -1.855 0.932 1.178 0.210
H -0.837 -1.939 -1.682 0.203
H 0.609 -1.423 -0.628 0.187
H -2.651 0.604 -1.585 0.227
H -3.444 -0.171 -0.221 0.210
H -2.981 -1.087 -1.491 0.219
H -0.395 2.442 2.444 0.355
H 1.030 1.805 2.593 0.349
H 1.730 -0.915 -2.545 0.471
H 2.868 -0.239 -1.730 0.476
O 2.508 -0.349 -2.609 -0.944
H 1.894 -1.846 0.899 0.477
H 2.734 -0.535 0.976 0.471
O 2.738 -1.438 0.638 -0.941

45
Properties=species:S:1:pos:R:3:nbo_charge:R:1 method="wB97M-V/def2-TZVPD" total_charge=0 homo_lumo_gap_ev=8.3 e_above_lowest_ev=20.5061 fmax_ev_per_a=15.98 homo_ev=-7.73 e_tot_ev=-24611.3090
C 2.507 2.522 5.111 -0.610
C 2.288 2.282 3.549 -0.014
C 3.206 2.642 2.693 -0.203
C 3.087 2.639 1.344 -0.208
C 2.093 2.096 0.807 -0.253
C 0.964 1.762 1.832 0.364
C 1.132 1.999 3.220 -0.104
C 0.217 1.207 4.214 -0.609
H -0.215 2.072 4.800 0.208
H 0.579 0.603 4.847 0.193
H -0.762 0.697 3.828 0.234
O -0.194 1.035 1.614 -0.523
C -0.337 0.784 0.005 -0.005
C 0.200 -0.536 -0.266 -0.168
O 0.014 -1.738 0.374 -0.492
C -1.344 -2.146 -0.003 -0.081
C -1.162 -2.823 -1.550 -0.222
N -1.299 -1.886 -2.520 -0.565
C -2.692 -1.748 -2.832 -0.241
H -3.220 -1.153 -1.850 0.190
C -2.538 -0.529 -3.845 -0.005
O -2.117 -0.838 -4.898 -0.503
C -0.781 -1.385 -4.709 -0.127
C -0.788 -2.362 -3.655 -0.210
H 0.484 -3.003 -3.437 0.203
H -1.222 -3.412 -4.197 0.173
H -0.186 -1.590 -5.856 0.217
H -0.160 -0.641 -4.348 0.172
H -3.681 -0.083 -4.109 0.138
H -2.152 0.439 -3.521 0.155
H -3.256 -2.557 -3.127 0.206
H -0.086 -3.479 -1.475 0.232
H -2.010 -3.748 -1.506 0.176
H -1.398 -2.977 0.641 0.194
H -2.084 -1.509 -0.041 0.172
H 1.193 -0.485 0.028 0.217
H 0.273 -0.750 -1.410 0.196
H -1.791 0.710 0.121 0.142
H -0.312 1.573 -0.505 0.176
H 1.662 2.044 0.050 0.164
H 3.696 3.118 0.598 0.218
H 4.053 3.401 3.285 0.191
H 3.581 3.078 5.382 0.191
H 2.686 1.641 5.583 0.206
H 1.870 3.034 5.734 0.215

16
Properties=species:S:1:pos:R:3:nbo_charge:R:1 method="wB97M-V/def2-TZVPD" total_charge=0 homo_lumo_gap_ev=10.4 e_above_lowest_ev=2.1153 smiles="C=C(C)C#N.CO" fmax_ev_per_a=1.08 homo_ev=-9.89 e_tot_ev=-8867.0973
C 2.587 0.887 -0.096 -0.256
O 1.393 1.234 0.579 -0.734
C -0.325 -1.391 0.392 -0.314
C -1.464 -0.828 -0.017 -0.123
C -1.578 0.548 -0.626 -0.639
C -2.689 -1.580 0.124 0.262
N -3.679 -2.169 0.255 -0.318
H 3.145 1.774 -0.424 0.172
H 2.296 0.313 -0.981 0.184
H 3.242 0.257 0.520 0.169
H -0.303 -2.394 0.805 0.209
H 0.602 -0.829 0.342 0.217
H 1.606 1.497 1.481 0.475
H -2.438 1.086 -0.215 0.224
H -0.668 1.120 -0.428 0.250
H -1.726 0.474 -1.710 0.224

334
Properties=species:S:1:pos:R:3:mulliken_charge:R:1 method="wB97M-V/def2-TZVPD" total_charge=+6 homo_lumo_gap_ev=2.4 fmax_ev_per_a=9.29 homo_ev=-15.91 e_tot_ev=-164224.2223
C -5.319 0.688 1.726 -0.134
O -5.764 0.089 0.553 0.374
C -7.148 -0.301 0.760 -0.976
C -7.765 -0.713 -0.575 -0.550
N -7.343 0.363 -1.577 -0.008
H -7.734 1.204 -1.175 0.404
H -6.334 0.388 -1.603 0.017
C -7.914 0.088 -2.989 -0.781
C -7.333 -1.169 -3.671 -0.658
O -5.892 -1.290 -3.464 0.157
C -5.293 -2.018 -4.505 -0.793
H -4.237 0.738 1.609 -0.089
H -5.679 0.110 2.577 0.481
H -5.576 1.741 1.844 -0.300
H -7.663 0.529 1.242 0.594
H -7.247 -1.138 1.452 0.149
H -8.855 -0.745 -0.562 0.537
H -7.277 -1.633 -0.895 0.190
H -7.749 1.013 -3.541 0.406
H -9.001 0.102 -2.909 0.439
H -7.629 -1.061 -4.714 0.446
H -7.747 -2.061 -3.200 0.404
H -5.499 -1.492 -5.437 0.343
H -5.747 -2.997 -4.659 0.439
H -4.237 -2.033 -4.238 -0.024
C 3.758 3.067 -4.510 0.172
O 3.914 4.456 -4.826 -0.311
C 5.006 5.087 -4.096 -0.791
C 4.862 5.146 -2.552 -0.411
N 3.533 5.840 -2.149 0.393
H 3.269 6.564 -2.803 0.582
H 2.831 5.135 -2.322 -0.473
C 3.391 6.328 -0.689 -0.836
C 2.152 7.218 -0.471 -0.067
O 2.315 8.253 -1.427 -0.420
C 1.065 8.974 -1.660 -0.607
H 4.526 2.455 -4.984 0.568
H 2.852 2.670 -4.968 -0.615
H 3.746 2.876 -3.437 -0.021
H 5.318 6.058 -4.479 0.472
H 5.889 4.528 -4.405 0.476
H 5.566 5.820 -2.064 0.440
H 4.861 4.173 -2.060 0.200
H 4.322 6.852 -0.471 0.500
H 3.324 5.399 -0.123 0.387
H 2.043 7.675 0.512 0.570
H 1.214 6.665 -0.526 -0.059
H 0.363 8.399 -2.263 0.103
H 1.248 9.862 -2.264 0.309
H 0.511 9.265 -0.767 0.339
C 2.976 1.845 7.755 -0.708
O 2.627 2.521 6.488 -0.397
C 2.298 1.637 5.485 -0.903
C 2.323 2.306 4.155 0.146
N 1.230 3.355 4.182 0.880
H 0.318 2.980 3.962 -0.152
H 1.191 3.732 5.118 0.574
C 1.639 4.610 3.304 -0.424
C 2.627 5.468 4.034 -0.715
O 2.130 6.125 5.221 -0.369
C 2.873 7.291 5.444 -0.708
H 3.030 2.665 8.471 0.310
H 3.926 1.319 7.662 0.243
H 2.227 1.127 8.090 0.291
H 1.322 1.191 5.677 0.467
H 3.009 0.812 5.455 0.574
H 2.048 1.681 3.306 -0.754
H 3.294 2.760 3.959 0.604
H 0.720 5.113 3.000 0.516
H 2.077 4.179 2.404 0.129
H 2.924 6.144 3.232 0.715
H 3.500 4.882 4.323 0.230
H 2.533 7.814 6.338 0.269
H 2.716 7.883 4.543 0.333
H 3.906 7.009 5.647 0.287
C 3.373 3.852 -8.318 -0.987
O 2.870 2.620 -7.822 -0.176
C 1.563 2.562 -8.245 -0.462
C 0.992 1.175 -7.837 -0.123
N 2.058 0.167 -8.474 -0.237
H 1.783 -0.061 -9.419 0.411
H 2.992 0.551 -8.483 0.440
C 1.977 -1.254 -7.804 -1.041
C 2.712 -1.305 -6.490 0.300
O 4.039 -0.651 -6.682 -0.446
C 4.920 -0.795 -5.568 -0.424
H 3.443 3.947 -9.401 0.445
H 4.383 3.993 -7.932 0.265
H 2.782 4.703 -7.978 0.371
H 1.557 2.706 -9.325 0.514
H 1.119 3.371 -7.665 0.161
H 0.002 0.918 -8.214 0.359
H 1.061 0.999 -6.763 -0.136
H 2.519 -1.877 -8.516 0.492
H 0.935 -1.568 -7.854 0.330
H 2.770 -2.372 -6.276 0.554
H 2.205 -0.786 -5.677 -0.153
H 5.833 -0.207 -5.658 0.345
H 5.169 -1.837 -5.365 0.407
H 4.324 -0.414 -4.739 -0.107
C 2.257 -7.599 4.826 -1.372
C 1.325 -7.129 3.687 -0.823
C 1.535 -5.655 3.324 0.580
C 1.016 -4.655 4.390 -1.592
N 1.094 -3.183 4.065 0.791
C 0.786 -2.383 5.352 0.166
C -0.711 -2.285 5.442 -1.067
C -1.334 -2.629 4.100 -0.194
C -0.153 -2.883 3.142 0.579
C 2.495 -2.844 3.385 -0.647
H 2.354 -8.680 4.720 0.430
H 1.823 -7.444 5.814 0.396
H 3.273 -7.205 4.802 0.307
H 0.291 -7.263 4.005 0.453
H 1.438 -7.757 2.803 0.412
H 1.189 -5.285 2.359 0.080
H 2.620 -5.638 3.225 -0.074
H 1.459 -4.859 5.366 0.706
H 0.001 -4.863 4.730 0.503
H 1.179 -1.406 5.072 -0.481
H 1.354 -2.853 6.154 0.548
H -0.991 -1.291 5.792 0.563
H -0.985 -3.040 6.178 0.355
H -1.926 -1.785 3.746 -0.368
H -2.034 -3.463 4.164 0.642
H -0.051 -1.965 2.563 -0.660
H -0.311 -3.751 2.502 0.191
H 3.249 -3.292 4.033 0.552
H 2.639 -1.765 3.452 0.245
H 2.576 -3.233 2.370 -0.190
C 3.208 -4.005 -1.447 -0.854
C 3.123 -5.054 -0.361 0.556
C 4.319 -6.076 -0.396 -0.654
C 4.230 -6.961 0.918 -1.283
N 5.151 -8.232 1.019 0.658
C 6.648 -7.882 0.993 -0.718
C 7.115 -8.318 -0.376 -0.316
C 6.409 -9.636 -0.484 -0.745
C 4.954 -9.320 -0.134 -0.474
C 4.948 -8.917 2.372 -1.184
H 2.401 -3.320 -1.189 -0.533
H 2.969 -4.507 -2.385 0.611
H 4.213 -3.602 -1.573 0.352
H 2.181 -5.597 -0.294 0.580
H 3.119 -4.446 0.544 -0.862
H 5.245 -5.514 -0.520 0.363
H 4.339 -6.732 -1.266 0.440
H 3.257 -7.443 1.020 0.345
H 4.272 -6.458 1.884 0.607
H 7.277 -8.389 1.725 0.488
H 6.755 -6.821 1.223 0.208
H 8.202 -8.387 -0.423 0.449
H 6.728 -7.711 -1.195 0.200
H 6.776 -10.471 0.114 0.338
H 6.505 -9.970 -1.517 0.395
H 4.430 -10.216 0.201 0.304
H 4.356 -8.954 -0.969 0.319
H 3.888 -9.150 2.466 0.446
H 5.309 -8.282 3.181 0.370
H 5.535 -9.835 2.411 0.457
C -3.353 -1.889 -1.217 -0.723
C -2.630 -1.584 0.111 0.053
C -1.951 -0.217 0.165 1.417
C -0.845 -0.235 -0.865 0.168
N 0.372 0.741 -0.728 1.031
C 1.250 0.706 -1.971 -0.406
C 2.134 -0.521 -1.817 -0.961
C 2.422 -0.562 -0.240 1.288
C 1.281 0.315 0.406 1.017
C -0.049 2.236 -0.581 -0.827
H -3.793 -2.884 -1.163 0.370
H -2.721 -1.730 -2.090 0.252
H -4.172 -1.170 -1.255 -0.324
H -1.808 -2.271 0.314 -0.014
H -3.355 -1.718 0.914 0.437
H -1.474 -0.024 1.126 -1.224
H -2.625 0.634 0.071 0.427
H -1.145 -0.113 -1.906 -0.735
H -0.315 -1.187 -0.842 -0.335
H 2.003 1.494 -1.983 -0.066
H 0.671 0.753 -2.894 0.339
H 3.068 -0.403 -2.367 0.551
H 1.700 -1.443 -2.201 0.429
H 3.449 -0.203 -0.178 -0.783
H 2.430 -1.594 0.113 -0.308
H 1.660 1.235 0.850 -0.374
H 0.674 -0.185 1.161 -0.708
H -0.616 2.372 -1.502 -0.142
H 0.842 2.862 -0.629 0.795
H -0.617 2.465 0.321 -0.105
C 6.592 2.936 4.845 -1.331
C 6.322 1.432 5.116 -0.245
C 6.234 0.592 3.868 0.261
C 7.469 0.594 3.028 -1.299
N 7.353 -0.473 1.926 0.597
C 8.228 -0.248 0.732 -0.997
C 7.798 -1.102 -0.473 -0.785
C 6.337 -1.468 -0.180 0.376
C 6.036 -0.603 1.109 -0.990
C 7.876 -1.825 2.618 -0.834
H 5.756 3.431 4.350 0.249
H 7.491 3.083 4.246 0.406
H 6.811 3.571 5.703 0.433
H 5.359 1.344 5.618 -0.060
H 7.040 0.941 5.773 0.500
H 5.365 0.917 3.296 0.097
H 6.039 -0.426 4.205 0.217
H 8.466 0.522 3.464 0.310
H 7.539 1.581 2.571 0.556
H 9.265 -0.328 1.056 0.674
H 8.068 0.797 0.467 0.418
H 8.487 -1.924 -0.666 0.294
H 7.708 -0.437 -1.332 0.186
H 6.218 -2.524 0.066 0.132
H 5.677 -1.307 -1.032 0.205
H 5.337 -1.059 1.811 0.332
H 5.777 0.426 0.860 0.286
H 7.381 -2.004 3.572 0.333
H 8.961 -1.795 2.714 0.340
H 7.659 -2.750 2.083 0.368
C -2.518 6.489 -1.791 -1.255
C -3.571 5.495 -2.319 -0.884
C -2.904 4.431 -3.173 1.313
C -3.919 3.526 -3.720 -1.812
N -3.397 2.457 -4.713 0.800
C -2.576 2.955 -5.907 -0.024
C -2.922 1.837 -6.983 -0.085
C -4.334 1.491 -6.824 -1.110
C -4.645 1.757 -5.304 0.241
C -2.578 1.421 -3.939 -0.987
H -2.865 7.417 -1.337 0.498
H -1.791 6.815 -2.535 0.386
H -1.983 6.080 -0.935 0.145
H -4.333 5.942 -2.958 0.557
H -4.198 5.056 -1.543 0.310
H -2.204 3.794 -2.633 -0.649
H -2.430 4.836 -4.067 0.378
H -4.579 4.064 -4.401 0.741
H -4.670 3.101 -3.053 0.450
H -1.524 2.850 -5.645 -0.326
H -2.910 3.974 -6.104 0.616
H -2.283 0.955 -6.960 -0.387
H -2.857 2.258 -7.986 0.792
H -4.574 0.454 -7.062 0.442
H -4.974 2.082 -7.479 0.342
H -4.936 0.790 -4.894 -0.484
H -5.458 2.481 -5.242 0.715
H -2.190 0.670 -4.627 0.402
H -3.208 1.022 -3.143 0.132
H -1.771 1.998 -3.487 -0.458
C -6.510 -9.411 4.748 -1.391
C -6.001 -8.035 4.641 -0.554
C -6.663 -7.299 3.473 -0.518
C -6.562 -5.747 3.470 -0.489
N -7.171 -5.100 2.213 0.486
C -6.801 -5.667 0.799 -0.636
C -5.774 -4.754 0.177 -0.325
C -5.402 -3.765 1.196 1.872
C -6.652 -3.675 2.023 -1.150
C -8.725 -5.149 2.456 -0.977
H -6.835 -9.901 3.831 0.368
H -7.366 -9.516 5.415 0.348
H -5.731 -10.053 5.161 0.361
H -4.912 -7.994 4.641 0.388
H -6.282 -7.583 5.593 0.390
H -7.691 -7.647 3.373 0.372
H -6.153 -7.670 2.583 0.251
H -5.522 -5.419 3.486 0.155
H -6.988 -5.259 4.347 0.469
H -7.715 -5.643 0.205 0.292
H -6.451 -6.691 0.924 0.130
H -6.231 -4.278 -0.690 0.059
H -4.995 -5.421 -0.194 0.596
H -5.119 -2.792 0.796 -1.465
H -4.581 -4.154 1.799 0.184
H -7.452 -3.162 1.490 0.394
H -6.458 -3.278 3.019 0.178
H -9.046 -6.187 2.541 0.358
H -9.260 -4.587 1.690 0.420
H -8.876 -4.703 3.439 0.384
C -4.437 3.563 3.861 -1.864
C -4.478 4.620 2.724 1.869
C -5.972 4.878 2.371 -0.944
C -6.289 6.216 1.718 -0.549
C -5.854 7.287 2.679 -1.268
C -4.346 7.328 2.937 1.023
N -3.931 5.916 3.358 0.783
O -2.922 5.830 4.309 -0.298
C -4.055 8.353 4.023 -1.788
C -3.664 7.721 1.566 -0.866
C -3.604 4.143 1.538 -0.398
H -5.261 2.857 3.757 0.477
H -4.650 3.929 4.866 0.619
H -3.547 2.953 4.017 0.317
H -6.621 4.865 3.247 0.506
H -6.183 4.053 1.690 0.209
H -7.357 6.247 1.502 0.484
H -5.738 6.225 0.778 0.157
H -6.275 7.164 3.677 0.432
H -6.127 8.239 2.224 0.518
H -4.550 8.214 4.984 0.448
H -4.518 9.315 3.801 0.447
H -3.027 8.627 4.260 0.377
H -4.287 8.546 1.219 0.457
H -3.865 6.968 0.803 -0.298
H -2.624 8.047 1.579 0.531
H -3.922 3.144 1.240 -0.262
H -2.544 4.000 1.750 0.013
H -3.483 4.860 0.726 -0.054
O -2.359 0.429 3.872 -0.662
C -1.178 1.024 3.546 0.612
O -1.302 2.230 3.246 -0.940
O -0.114 0.398 3.550 0.098
H -2.737 1.261 3.577 -0.421
O 5.167 1.123 -2.319 0.467
C 6.478 1.417 -2.554 0.231
O 7.013 0.905 -3.585 -0.736
O 7.046 2.176 -1.732 -0.730
H 4.949 1.694 -1.578 -0.109
O 0.399 3.822 -4.384 0.643
C 0.444 4.880 -3.640 -0.180
O 0.307 5.987 -4.218 -0.880
O 0.742 4.687 -2.463 -0.389
H 0.265 4.441 -5.106 0.050
O -0.214 -3.202 -2.176 0.210
C -0.868 -4.235 -1.683 0.651
O -1.880 -4.603 -2.327 -0.779
O -0.461 -4.659 -0.556 -0.648
H -0.855 -2.940 -2.842 -0.103
O -1.949 -2.868 -5.769 -0.677
C -1.164 -1.816 -5.385 -0.076
O -1.127 -1.635 -4.153 -0.176
O -0.641 -1.036 -6.208 -0.694
H -1.997 -3.081 -4.834 0.428

19
Properties=species:S:1:pos:R:3:nbo_charge:R:1 method="wB97M-V/def2-TZVPD" total_charge=0 homo_lumo_gap_ev=10.8 e_above_lowest_ev=2.7808 smiles=CCOCCOC fmax_ev_per_a=2.44 homo_ev=-9.68 e_tot_ev=-9472.3548
C -1.636 -2.107 -1.571 -0.623
C -1.613 -0.695 -0.986 -0.056
O -0.596 -0.546 0.014 -0.568
C -0.497 0.922 0.487 -0.105
C 0.670 1.187 1.443 -0.122
O 1.762 1.867 0.896 -0.531
C 2.681 0.816 0.651 -0.266
H -1.831 -2.872 -0.810 0.213
H -0.686 -2.347 -2.058 0.211
H -2.433 -2.154 -2.328 0.213
H -2.596 -0.476 -0.539 0.159
H -1.434 0.045 -1.785 0.160
H -0.418 1.592 -0.392 0.194
H -1.361 1.137 1.131 0.186
H 0.532 1.764 2.364 0.201
H 0.843 0.176 1.847 0.190
H 2.156 0.078 -0.092 0.176
H 2.997 0.200 1.547 0.173
H 3.458 1.414 0.182 0.194

52
Properties=species:S:1:pos:R:3:nbo_charge:R:1 method="wB97M-V/def2-TZVPD" total_charge=+1 homo_lumo_gap_ev=8.0 e_above_lowest_ev=0.0920 fmax_ev_per_a=2.62 homo_ev=-10.91 e_tot_ev=-38643.2938
C -0.595 -0.973 -0.201 -0.256
C -1.095 -0.786 -1.504 -0.289
C -0.095 -1.109 -2.444 -0.224
H -2.121 -0.502 -1.756 0.245
C 1.083 -1.506 -1.736 -0.465
C 0.777 -1.409 -0.295 -0.587
H 1.305 -1.955 0.493 0.249
H -1.174 -0.876 0.723 0.235
H -0.227 -1.146 -3.527 0.245
H 1.936 -2.041 -2.166 0.244
Al 1.650 0.434 -0.853 1.604
C -0.771 2.237 -0.586 -1.029
H -0.411 1.910 -1.566 0.238
H -0.620 1.515 0.226 0.207
H -0.342 3.212 -0.330 0.227
Si -2.923 2.448 -0.613 1.350
C -3.428 3.788 0.579 -0.428
C -4.612 3.570 1.320 -0.222
H -5.287 2.755 1.035 0.219
C -4.923 4.371 2.424 -0.199
H -5.819 4.159 3.008 0.222
C -4.074 5.430 2.775 -0.198
H -4.309 6.031 3.656 0.224
C -2.942 5.698 2.001 -0.214
H -2.291 6.537 2.264 0.219
C -2.624 4.897 0.893 -0.222
H -1.753 5.124 0.278 0.207
C -3.315 2.666 -2.433 -0.411
C -4.651 2.933 -2.788 -0.219
H -5.307 3.408 -2.051 0.218
C -5.135 2.535 -4.040 -0.205
H -6.191 2.653 -4.288 0.223
C -4.263 1.975 -4.986 -0.204
H -4.647 1.633 -5.951 0.223
C -2.897 1.863 -4.693 -0.206
H -2.215 1.474 -5.451 0.215
C -2.414 2.251 -3.437 -0.237
H -1.351 2.215 -3.226 0.199
H 1.745 1.379 -2.113 -0.362
H -4.029 1.535 -0.328 -0.163
N 1.771 1.070 1.072 -0.916
C 3.193 0.932 1.584 -0.240
C 3.764 -0.325 0.984 -0.237
N 3.458 -0.324 -0.505 -0.918
H 1.447 2.033 1.201 0.433
H 1.137 0.523 1.673 0.427
H 3.747 1.834 1.289 0.226
H 3.170 0.884 2.681 0.238
H 4.845 -0.391 1.127 0.238
H 3.296 -1.213 1.428 0.226
H 3.594 -1.254 -0.916 0.431
H 4.149 0.248 -0.996 0.419

Calculated E_LUMO in order - 0.0174 0.0218 0.0195 -0.4966 0.0402 -0.1078 Eh